No. 1
C4H5NO2 | ωB97M-V/def2-TZVPD

Kohn-Sham gap = 9.69 eV
E_LUMO = -0.2 eV
DFT total energy = -360.4678 Ha
HOMO level = -0.362 Ha
SMILES string = O=C[C@@H]1C=NOC1

Last column: Mulliken charge in e.
Atoms and positions in Å:
C (0.46575, 1.27559, 0.74240)  -0.282
C (0.42118, -0.06775, 0.11605)  0.075
C (-0.54793, -1.15467, 0.42675)  -0.384
C (-0.04452, 0.39814, -1.40499)  -0.322
H (-0.29837, 1.78943, 1.14381)  0.494
H (1.45927, -0.28983, 0.26051)  0.353
H (-0.09743, -2.01718, 0.69726)  0.267
H (-1.14268, -1.06413, 1.35882)  0.259
H (0.18695, 1.24806, -1.85828)  0.573
N (-1.02327, -0.28067, -1.69387)  -0.304
O (1.73451, 1.45347, 1.04669)  -0.532
O (-1.11346, -1.29047, -0.83517)  -0.197



No. 2
C30H50BaBrN3P2S | ωB97M-V/def2-TZVPD

Kohn-Sham gap = 4.72 eV
Net charge = +2
E_LUMO = -8.5 eV
DFT total energy = -5017.1955 Ha
HOMO level = -0.486 Ha

Last column: Mulliken charge in e.
Atoms and positions in Å:
C (7.81218, -0.11312, 5.66633)  -0.416
C (7.71876, 0.25500, 4.31162)  0.662
C (8.89877, 0.62531, 3.64217)  -0.417
C (10.10990, 0.60995, 4.34798)  -0.340
N (10.18000, 0.25356, 5.63029)  -0.542
C (9.07165, -0.09654, 6.28291)  -0.332
C (6.45783, 0.22488, 3.61066)  0.072
C (5.38276, 0.16303, 3.02807)  -0.719
C (4.17142, 0.04271, 2.27814)  0.646
C (3.34470, -1.08450, 2.42107)  -0.862
C (2.26565, -1.26627, 1.52237)  -1.128
C (2.09393, -0.39744, 0.46694)  0.856
C (2.84163, 0.77800, 0.36982)  0.981
C (3.85273, 1.02757, 1.32398)  -1.496
Ba (0.09919, 1.56643, -0.57701)  1.581
P (0.99870, -1.64644, -1.29726)  0.762
H (8.88149, 0.89572, 2.59385)  0.406
H (6.93780, -0.42789, 6.22303)  0.413
H (11.03959, 0.89282, 3.84306)  0.361
H (9.17033, -0.38208, 7.33574)  0.365
H (4.45288, 1.93425, 1.29698)  0.515
H (3.56481, -1.81812, 3.20076)  0.538
H (2.73489, 1.51413, -0.44550)  -0.281
H (1.61610, -2.13083, 1.67607)  0.663
C (-0.12713, -1.99237, -2.76892)  -0.495
C (0.38656, -2.77221, -3.97357)  -1.211
H (-0.50608, -0.99815, -3.06988)  0.576
H (-1.00543, -2.49983, -2.33623)  0.580
H (-0.44019, -2.86294, -4.68751)  0.392
H (1.20079, -2.27251, -4.50507)  0.310
H (0.70305, -3.78987, -3.72838)  0.245
C (2.64745, -1.63954, -2.10186)  0.297
C (3.59683, -2.77402, -1.74665)  -1.571
H (3.10052, -0.68115, -1.80519)  -0.018
H (2.51454, -1.57913, -3.18933)  0.347
H (4.57982, -2.55370, -2.17843)  0.435
H (3.75013, -2.88867, -0.66822)  0.275
H (3.26399, -3.73651, -2.15022)  0.311
C (0.84064, -3.29372, -0.47904)  -0.929
C (0.65084, -4.58031, -1.28521)  -1.416
H (-0.03625, -3.15690, 0.17732)  0.638
H (1.71385, -3.40713, 0.17312)  0.416
H (0.60496, -5.41508, -0.57371)  0.424
H (-0.28231, -4.60272, -1.85587)  0.374
H (1.48194, -4.80028, -1.96568)  0.227
Br (-2.42611, 0.36146, -1.57167)  -0.643
P (3.25820, 3.12899, -3.95969)  -0.167
C (3.16773, 1.31196, -4.29743)  0.332
C (2.99069, 1.04509, -5.79389)  -1.431
H (2.33587, 0.87732, -3.72043)  -0.386
H (4.10470, 0.86279, -3.93357)  0.463
H (3.20339, -0.00559, -6.02181)  0.386
H (1.96633, 1.25773, -6.12254)  0.321
H (3.66935, 1.66444, -6.39405)  0.413
C (1.60768, 3.50129, -3.22583)  0.442
C (1.20956, 4.95181, -3.52329)  -1.454
H (1.65495, 3.34027, -2.12880)  -0.584
H (0.88553, 2.80547, -3.68418)  0.565
H (0.13190, 5.08586, -3.37511)  0.374
H (1.72625, 5.66124, -2.86437)  0.358
H (1.44306, 5.23528, -4.55819)  0.394
C (4.35945, 3.16593, -2.47734)  -0.019
C (5.81359, 3.44309, -2.87249)  -1.329
H (4.27656, 2.21104, -1.93613)  -0.198
H (3.98445, 3.97079, -1.82747)  0.467
H (6.38749, 3.74085, -1.98839)  0.401
H (6.29528, 2.55507, -3.29794)  0.303
H (5.88515, 4.25222, -3.60954)  0.364
C (-5.13367, -1.02330, 3.08139)  -1.110
C (-4.68115, 0.42433, 3.16923)  -0.581
N (-3.42227, 0.62737, 2.41523)  -0.013
C (-3.15887, 1.80505, 1.79717)  0.166
S (-1.57086, 2.46141, 1.79132)  -0.527
N (-4.20780, 2.46081, 1.19670)  -0.155
C (-5.16666, 1.71763, 0.34810)  0.040
C (-6.44358, 2.50130, 0.10961)  -1.354
H (-5.08145, -1.38729, 2.04715)  0.287
H (-6.16571, -1.11800, 3.44135)  0.333
H (-4.50830, -1.66309, 3.71386)  0.363
H (-5.43327, 1.11162, 2.77026)  0.385
H (-4.51163, 0.70058, 4.22217)  0.388
H (-2.60667, 0.19542, 2.85601)  0.291
H (-3.88075, 3.31006, 0.73385)  0.346
H (-4.67439, 1.52021, -0.61554)  0.017
H (-5.39279, 0.75216, 0.80638)  0.186
H (-6.28664, 3.35258, -0.56041)  0.357
H (-7.16451, 1.83995, -0.38215)  0.372
H (-6.89197, 2.86268, 1.04371)  0.344



No. 3
C4H13N2O | ωB97M-V/def2-TZVPD

Kohn-Sham gap (alpha / beta) = 8.43 / 4.75 eV
Net charge = +2
Multiplicity = 2
<S²> = 0.8010
E_LUMO (alpha / beta) = -10.8 / -14.5 eV
DFT total energy = -344.1192 Ha
HOMO level (alpha / beta) = -0.707 / -0.706 Ha

Last column: Mulliken charge in e.
Atoms and positions in Å:
C (-0.96154, -2.24713, 0.86031)  -1.139
C (-1.06594, -0.65790, 1.01670)  -0.197
C (-1.15048, -0.02436, -0.32739)  -0.690
N (1.59680, 0.35694, -0.17844)  -0.079
C (1.16649, -0.61353, -1.02329)  -0.021
N (-0.17481, -0.65720, -1.17691)  0.110
H (0.12231, -2.50341, 0.99229)  0.385
H (-1.40700, -2.63962, 1.86274)  0.355
H (-1.68435, -2.83040, 0.16030)  0.357
H (-0.07276, -0.41084, 1.47824)  0.254
H (-1.87466, -0.11305, 1.63581)  0.388
H (-0.97183, 1.06712, -0.44260)  0.421
H (-2.12583, -0.18196, -0.81742)  0.414
H (1.37959, 1.29342, -0.60402)  0.353
H (2.36988, 0.09622, 0.47405)  0.339
H (1.87717, -1.41117, -1.18310)  0.446
H (-0.41624, -1.22198, -1.90688)  0.276
H (-0.00370, 3.33932, 1.22370)  0.317
H (0.59566, 3.92013, -0.11658)  0.346
O (0.54083, 3.11945, 0.44662)  -0.636



No. 4
C3H2NO2S | ωB97M-V/def2-TZVPD

Kohn-Sham gap = 6.51 eV
Net charge = -1
E_LUMO = 3.9 eV
DFT total energy = -718.9899 Ha
HOMO level = -0.097 Ha
SMILES string = O=c1occn1[S-]

Last column: Mulliken charge in e.
Atoms and positions in Å:
C (-0.78307, -0.42545, 0.43485)  -0.237
C (0.22803, -1.28697, 0.22207)  -0.371
C (0.86436, 0.69347, -0.53535)  0.481
N (-0.39717, 0.80441, -0.03161)  0.010
O (1.58419, 1.52581, -1.04412)  -0.645
O (1.26308, -0.61740, -0.37917)  -0.369
S (-1.37181, 2.20238, 0.03324)  -0.625
H (-1.74836, -0.56665, 0.87618)  0.366
H (0.36075, -2.32961, 0.42391)  0.389